15
Properties=species:S:1:pos:R:3 method="wB97M-V/def2-TZVPD" relative_energy_kj_mol=259.5 spin_multiplicity=1 orbital_gap_ha=0.33861 max_force_ev_per_a=1.37 lumo_energy_ev=0.74 homo_energy_ev=-8.48
C -2.20717 -0.06210 -0.25783
C 0.70890 1.04919 0.02943
C 1.85943 0.07664 -0.27488
C 0.79733 -1.03392 -0.00875
H -1.74749 -0.07703 -1.28051
H -1.76210 0.00589 1.68828
H 0.17517 1.42558 -0.87945
H 0.97634 1.86254 0.71583
H 2.61026 0.07690 0.50777
H 2.26366 0.05508 -1.28093
H 0.26255 -1.34071 -0.95554
H 1.18037 -1.93952 0.50153
N -1.33294 -0.08495 0.77898
N 0.04129 -0.04075 0.75240
S -3.82559 0.02715 -0.03631